Entry 1:
Formula: C24H24CoN4SSb
Source: OMol25
Level of theory: ωB97M-V with the def2-TZVPD basis set

```
55
Properties=species:S:1:pos:R:3
H 0.422 -2.719 -5.258
C -1.268 2.815 2.928
H 4.696 -3.163 0.197
C -2.684 -0.695 -0.420
Sb -1.275 -2.340 -0.175
C -2.821 1.616 -0.571
H 5.085 -4.956 1.865
H -2.704 1.286 3.440
C -4.071 -0.805 -0.525
H -0.894 -3.531 -3.292
S 2.637 -1.217 -0.047
C 0.603 2.629 1.263
C -4.839 0.339 -0.647
N 0.793 1.376 1.174
C 1.274 3.530 0.263
Co 0.272 -0.219 -0.006
H 1.355 1.574 -1.980
H 3.432 -5.227 3.755
H -1.240 2.856 -1.293
H -1.433 -0.613 2.833
C -0.215 3.332 2.275
H -5.919 0.276 -0.720
H 1.621 -0.543 -5.081
C 0.241 0.291 1.903
C -1.746 1.445 2.961
H -1.838 3.510 3.541
C 4.016 -3.311 1.025
C 1.037 -0.927 -4.254
C -1.020 0.365 2.594
C 2.890 -2.458 1.132
N 2.027 -2.612 2.155
C -2.075 2.918 -0.593
N -2.090 0.511 -0.410
H 0.984 -0.408 2.277
C -0.359 -2.592 -3.258
H 2.788 0.861 -2.719
C -4.206 1.572 -0.689
C 3.316 -4.460 3.001
H -0.001 4.390 2.390
H -2.725 3.745 -0.879
H -1.666 3.126 0.397
C -0.400 -1.826 -2.100
C 4.224 -4.303 1.952
C 0.370 -2.135 -4.346
H -4.529 -1.786 -0.527
H 0.548 4.159 -0.258
C 1.727 1.072 -2.871
N 0.272 -0.661 -2.027
H -4.770 2.490 -0.793
H 1.840 2.940 -0.453
C 0.973 -0.208 -3.065
H 1.515 -3.660 3.839
C 2.248 -3.582 3.039
H 1.623 1.732 -3.734
H 1.960 4.201 0.790
```

Output
<S²>	0.86
Kohn-Sham gap (spin up / spin down)	5.8 / 6.3	eV
multiplicity	2
net charge	-1
lowest unoccupied orbital energy (spin up / spin down)	2.9 / 2.9	eV

---

Entry 2:
Formula: C30H44BaN4OP2Si
Source: OMol25
Level of theory: ωB97M-V with the def2-TZVPD basis set

```
83
Properties=species:S:1:pos:R:3
C -3.321 10.171 -4.261
C -3.926 11.079 -3.414
P 1.033 7.225 -4.150
C -1.567 -0.302 1.648
H 0.241 9.502 -4.557
H 2.337 1.209 -0.757
H -1.287 -1.226 2.099
H 0.842 8.740 -6.046
H -2.895 8.630 -1.400
H 2.078 4.848 -8.404
H 1.546 2.935 -2.163
H -1.329 0.557 2.274
N -3.394 6.754 -4.727
C 1.724 4.045 -6.329
H 2.317 8.420 -1.869
H -0.316 3.212 -0.753
H -1.583 -0.966 -3.498
C 0.872 2.065 -2.189
C 0.239 8.569 -5.146
H 4.606 9.887 -2.168
C 1.448 -0.401 -1.866
H 3.503 7.944 -5.914
H -0.632 -2.107 4.230
H 1.230 4.352 -4.155
H -2.492 -0.293 1.117
H -4.315 8.185 -6.053
H -4.207 11.019 -1.180
H -1.157 -4.501 0.736
H -1.056 3.119 -2.352
C -3.835 10.556 -2.086
Ba 0.146 0.096 0.173
C 3.565 8.318 -4.900
H 1.972 -4.869 2.347
C -3.177 9.349 -2.160
C 1.599 0.943 -1.561
Si 0.300 -3.107 2.151
C 1.845 5.026 -7.360
C 4.491 9.141 -4.293
C -4.424 4.895 -5.505
H 1.878 -4.244 0.668
O 0.270 -1.897 1.222
C -1.209 8.185 -5.488
H -1.202 7.382 -6.240
C 1.884 -3.969 1.732
N -2.853 9.093 -3.506
C -1.589 0.205 -1.746
H 0.293 -2.052 -2.589
C -0.519 2.524 -1.595
C 1.603 6.262 -6.791
H -2.101 -3.712 2.041
H -4.380 12.016 -3.715
H 1.153 -1.950 4.160
C -4.241 7.143 -5.768
H -2.923 4.852 -3.828
C 4.094 9.306 -2.925
N 1.336 6.087 -5.431
N 2.606 7.943 -3.952
C -1.159 -4.223 1.800
C -3.511 5.357 -4.584
H -3.175 10.209 -5.335
H 0.404 -3.526 4.569
H -1.067 -5.128 2.414
P -2.079 7.603 -3.964
H -2.106 1.694 -0.317
H -4.735 3.864 -5.624
H 0.746 1.805 -3.243
H 2.730 -3.298 1.932
C 0.488 -0.990 -2.824
C -1.461 1.442 -1.185
H -2.342 -0.490 -1.311
C 0.302 -2.618 3.961
H 1.590 7.248 -7.242
C -4.891 6.024 -6.253
C 2.945 8.575 -2.737
H 1.848 2.974 -6.434
C -0.904 -0.265 -2.983
H -1.763 9.033 -5.906
C 1.410 4.708 -5.162
H 2.098 -1.131 -1.328
H 1.014 -0.984 -3.792
H -5.632 6.014 -7.044
H -0.791 0.594 -3.654
H 5.367 9.567 -4.768
```

Output
Kohn-Sham gap (spin up / spin down)	4.6 / 4.6	eV
lowest unoccupied orbital energy (spin up / spin down)	-0.4 / -0.4	eV

---

Entry 3:
Formula: C2H3Cl3S
Source: OMol25
Level of theory: ωB97M-V with the def2-TZVPD basis set

```
9
Properties=species:S:1:pos:R:3
S -1.464 -1.402 -1.047
H 0.310 3.338 0.445
H 0.169 -1.804 0.631
Cl 0.499 2.785 -1.877
C 1.012 2.989 -0.293
Cl 2.450 2.293 0.223
Cl -0.651 -3.979 0.254
C -0.822 -2.199 0.417
H -1.503 -2.020 1.247
```

Output
Kohn-Sham gap (spin up / spin down)	9.7 / 5.9	eV
lowest unoccupied orbital energy (spin up / spin down)	-0.2 / -2.4	eV

---

Entry 4:
Formula: C24H21N4O4Pt
Source: OMol25
Level of theory: ωB97M-V with the def2-TZVPD basis set

```
54
Properties=species:S:1:pos:R:3
C 0.208 -3.547 -0.641
O -1.505 -1.842 -0.329
C 1.843 -3.089 5.258
C -0.632 4.784 -3.082
H 1.859 -4.763 -1.165
H -0.929 5.803 -3.223
C 0.440 -1.199 -1.398
C 0.596 2.771 -3.673
H 1.513 -1.398 4.111
O -1.170 2.497 -0.407
H -1.481 4.816 -1.101
H 0.408 5.831 -5.208
C -2.537 -2.856 -0.040
C -0.728 2.890 -1.503
C -0.954 -0.650 2.984
H -1.911 0.098 6.122
C -0.288 -2.254 -0.738
C -2.508 1.102 2.955
Pt -1.249 0.480 0.315
C -2.563 1.114 4.317
C 0.681 4.791 -5.130
O -0.815 -2.309 6.054
C 1.723 -1.507 -1.936
C 0.104 2.115 -2.456
C 0.177 4.113 -3.968
H 2.467 -2.713 6.058
N 1.016 -2.053 4.682
C 2.206 -2.773 -1.891
H -0.316 -1.323 2.404
H -0.353 -4.341 -0.178
H -3.074 1.800 2.340
N -1.704 0.228 2.286
H -3.204 1.805 4.833
H 1.685 1.095 -4.413
N 0.426 0.834 -2.320
H 1.836 4.647 -6.882
H 2.554 2.334 -6.453
H 3.178 -3.037 -2.313
H 3.284 -4.221 4.503
C -0.243 -1.769 5.128
N -0.098 0.070 -1.463
C -0.979 4.237 -1.865
C -1.823 0.170 5.045
H 1.131 -3.785 5.642
H -3.474 -2.297 0.026
C -1.010 -0.727 4.357
C 1.363 2.113 -4.578
C 1.850 2.797 -5.770
H -2.564 -3.603 -0.830
H 2.332 -0.717 -2.356
H -2.319 -3.341 0.900
O 2.649 -3.581 4.197
C 1.452 4.130 -5.996
C 1.451 -3.768 -1.215
```

Output
<S²>	6.13
Kohn-Sham gap (spin up / spin down)	5.8 / 3.8	eV
multiplicity	5
net charge	+3
lowest unoccupied orbital energy (spin up / spin down)	-10.6 / -12.6	eV

---

Entry 5:
Formula: C8H10P2
Source: OMol25
Level of theory: ωB97M-V with the def2-TZVPD basis set

```
20
Properties=species:S:1:pos:R:3
H -5.110 -0.652 -0.834
C -4.057 0.269 0.889
C -2.672 0.282 1.309
H 2.866 0.492 0.468
H 3.467 -1.486 0.977
C -1.895 -0.326 0.433
H -2.390 0.861 2.209
C 2.620 -0.018 -0.383
H -2.321 -0.544 -1.812
C 2.764 -1.567 0.055
C -4.304 -0.413 -0.225
H 3.319 0.307 -1.236
H -4.927 0.874 1.372
C 0.448 -0.751 0.170
P 1.214 -2.106 0.853
C 1.126 0.171 -0.744
H 3.286 -2.237 -0.706
H 0.917 0.016 -1.740
P -2.771 -1.321 -0.669
H 0.643 1.108 -0.533
```

Output
Kohn-Sham gap	8.8	eV
lowest unoccupied orbital energy	0.2	eV

---

Entry 6:
Formula: C9H9NOS
Source: OMol25
Level of theory: ωB97M-V with the def2-TZVPD basis set

```
21
Properties=species:S:1:pos:R:3
C -2.278 -0.429 1.046
H -1.608 2.769 0.047
C -0.188 -0.334 -0.136
C 2.427 0.442 0.003
S 3.545 -0.314 0.767
C -0.368 1.045 -0.333
C 0.739 1.721 -1.036
H 0.567 2.823 -0.788
C -1.422 1.691 0.309
H 1.789 -2.359 0.411
H 0.860 1.633 -2.083
H -3.087 1.608 1.550
C -1.236 -1.048 0.531
H 0.444 -2.905 -0.693
H 2.191 -2.565 -1.316
O 2.043 1.586 -0.297
N 0.899 -0.867 -0.722
C -2.398 0.989 0.961
H -2.944 -1.100 1.647
C 1.329 -2.223 -0.519
H -1.302 -2.164 0.650
```

Output
Kohn-Sham gap	7.7	eV
lowest unoccupied orbital energy	0.2	eV